No. 1
C17H50AlN12O22 | ωB97M-V/def2-TZVPD

Calculated values
- orbital gap (Ha) = 0.1911
- strongest force on any atom (eV/A) = 1.19
- HOMO (eV) = -4.0

```
! wB97M-V def2-TZVPD RIJCOSX def2/J DEFGRID3
* xyz -1 1
C -0.8534 -5.4374 0.2359
C 0.3664 -4.8857 -0.5543
C 0.1085 -3.5977 -1.4116
C -1.3861 -3.2507 -1.6932
Al -2.3770 -2.3444 -0.1497
C -4.1768 -3.2889 0.1898
N -4.4505 -4.1845 -0.9812
C -5.8871 -4.4173 -1.2101
H -0.5192 -6.3910 0.6977
H -1.7025 -5.7022 -0.4170
H -1.1534 -4.8041 1.0855
H 1.1713 -4.6703 0.1643
H 0.7079 -5.6834 -1.2372
H 0.5867 -2.7076 -0.9599
H 0.6240 -3.7372 -2.3881
H -1.9905 -4.1036 -2.0522
H -1.3808 -2.5112 -2.5263
H -1.4546 -2.2248 1.1574
H -2.7613 -0.8197 -0.5811
H -4.1623 -3.9018 1.1233
H -4.9921 -2.5490 0.2955
H -4.0199 -5.0679 -0.7501
H -6.5312 -3.6739 -0.7198
H -6.1177 -4.3857 -2.2963
H -6.1744 -5.4150 -0.8132
C -6.5339 -0.7935 -2.2909
N -6.8468 -0.4239 -0.8899
O -7.4961 -1.1986 -0.2303
O -6.4235 0.6419 -0.4954
H -6.9762 -1.7620 -2.5008
H -6.9552 -0.0283 -2.9278
H -5.4545 -0.8338 -2.3814
C -4.9347 2.6881 1.2571
N -3.6870 3.4925 1.2028
O -3.7287 4.5690 0.6337
O -2.7052 3.0320 1.7275
H -5.7210 3.2354 0.7494
H -4.7411 1.7375 0.7661
H -5.1831 2.5402 2.3040
C -1.2738 6.0657 0.8937
N -0.0265 6.8738 0.8463
O -0.0688 7.9479 0.2909
O 0.9604 6.4052 1.3716
H -2.0576 6.6142 0.3868
H -1.0778 5.1213 0.3956
H -1.5234 5.9089 1.9386
C -3.0488 -6.7765 -4.5962
N -2.1888 -6.8372 -3.3905
O -0.9914 -6.8589 -3.5550
O -2.7532 -6.8577 -2.3253
H -2.4127 -6.7619 -5.4746
H -3.6839 -7.6582 -4.5892
H -3.6395 -5.8664 -4.5272
C -3.4926 -0.8753 4.4083
N -4.2557 -0.9255 3.1386
O -5.1200 -1.7637 3.0374
O -3.9498 -0.1197 2.2939
H -3.8683 -1.6495 5.0685
H -2.4468 -1.0448 4.1640
H -3.6406 0.1111 4.8401
C 3.0096 3.9550 1.7745
N 3.4303 2.6691 1.1619
O 2.8093 2.2732 0.2033
O 4.3743 2.1039 1.6663
H 2.1611 4.3423 1.2241
H 2.7405 3.7527 2.8073
H 3.8501 4.6368 1.7164
C 4.4392 -3.0664 -0.1568
N 4.2615 -4.4945 0.2049
O 3.2616 -4.7976 0.8031
O 5.1430 -5.2612 -0.1299
H 3.5843 -2.5045 0.2039
H 5.3552 -2.7215 0.3165
H 4.5113 -3.0086 -1.2394
C 8.2870 -3.7849 1.6450
N 8.1614 -2.3081 1.7451
O 7.1578 -1.8658 2.2545
O 9.0750 -1.6491 1.3063
H 7.4002 -4.2388 2.0740
H 8.3789 -4.0348 0.5915
H 9.1777 -4.0745 2.1957
C 4.6123 7.7880 0.8407
N 5.2681 7.3251 2.0901
O 6.3436 7.8024 2.3746
O 4.6769 6.4978 2.7413
H 5.2532 8.5227 0.3658
H 4.4767 6.9194 0.2018
H 3.6547 8.2231 1.1157
C -3.4283 2.2089 -3.5960
N -4.1367 1.1932 -4.4132
O -3.5790 0.7720 -5.3981
O -5.2323 0.8497 -4.0268
H -2.4683 2.4141 -4.0562
H -4.0492 3.1006 -3.5736
H -3.3011 1.7930 -2.5985
C 9.4720 7.2146 2.0174
N 9.9686 7.2020 0.6183
O 11.0798 6.7684 0.4189
O 9.2221 7.6298 -0.2315
H 10.2420 6.8057 2.6624
H 9.2546 8.2464 2.2777
H 8.5735 6.6065 2.0525
*
```

***

No. 2
C17H50ClGaN6O6P3 | ωB97M-V/def2-TZVPD

Calculated values
- orbital gap (Ha) = 0.2407
- strongest force on any atom (eV/A) = 6.42
- HOMO (eV) = -4.4

```
! wB97M-V def2-TZVPD RIJCOSX def2/J DEFGRID3
* xyz -1 1
C -0.1907 2.3474 -1.6624
C 1.1559 2.1862 -0.9235
Ga 0.8872 2.0918 1.0742
Cl -0.9147 3.4035 1.5801
C 0.4919 0.2474 1.8315
C -0.2136 -0.7301 0.9067
O 0.6092 -1.2341 -0.1526
C 2.6393 2.7473 2.0013
P 2.3250 3.8838 3.3016
O 1.3984 3.3861 4.3361
O 1.7840 5.2344 2.6478
O 3.7518 4.2583 4.0187
H -0.5325 3.3796 -1.6227
H -0.0778 2.1128 -2.7296
H -0.9437 1.6754 -1.2502
H 1.7061 3.1159 -1.1210
H 1.7637 1.3820 -1.3370
H 1.4303 -0.1880 2.2067
H -0.1220 0.4068 2.7207
H -1.1338 -0.2910 0.5239
H -0.5172 -1.6015 1.5104
H 1.4560 -1.4078 0.2643
H 3.3409 3.1471 1.2664
H 3.1337 1.8832 2.4523
H 1.1369 5.5468 3.2949
H 3.9787 3.4518 4.4944
O 3.1633 -0.2704 -3.1953
P 3.3228 -0.7957 -4.5901
N 2.4154 -2.2409 -4.3345
C 2.4973 -3.4310 -5.1530
C 1.0203 -2.0233 -3.9417
N 5.0289 -1.1274 -4.5903
C 5.5122 -2.4313 -4.1730
C 5.8198 -0.0691 -3.9711
N 3.1838 -0.9535 -6.3411
C 4.3513 -0.7600 -7.2074
C 2.1009 -0.0741 -6.8456
H 1.9615 -3.3356 -6.1096
H 2.0548 -4.2678 -4.6066
H 3.5221 -3.7163 -5.3746
H 0.3863 -1.8073 -4.8161
H 0.9198 -1.1960 -3.2405
H 0.6225 -2.9083 -3.4428
H 5.0663 -2.7694 -3.2292
H 6.5965 -2.4007 -4.0491
H 5.3358 -3.1843 -4.9440
H 5.8223 -0.1332 -2.8777
H 5.4350 0.9144 -4.2443
H 6.8520 -0.1255 -4.3291
H 4.8562 0.1959 -7.0461
H 4.0222 -0.7994 -8.2497
H 5.0678 -1.5658 -7.0788
H 2.3672 0.9853 -6.7807
H 1.1875 -0.2268 -6.2655
H 1.8681 -0.3133 -7.8837
O -2.7297 0.3385 2.8808
P -3.8694 0.1274 3.8303
N -3.2852 -1.2940 4.6133
C -4.1159 -2.2574 5.3018
C -2.0385 -1.1042 5.3503
N -5.0615 -0.2963 2.6286
C -5.2497 -1.6840 2.2504
C -5.0019 0.5512 1.4405
N -5.1136 0.4443 5.0354
C -6.4743 0.8126 4.6326
C -4.6382 1.4707 5.9959
H -4.4455 -1.9132 6.2939
H -3.5467 -3.1803 5.4422
H -5.0014 -2.5259 4.7335
H -2.2105 -0.6500 6.3382
H -1.3554 -0.4618 4.7953
H -1.5346 -2.0618 5.4985
H -4.3048 -2.2000 2.0343
H -5.8824 -1.7424 1.3624
H -5.7926 -2.2355 3.0219
H -4.2134 0.2443 0.7457
H -4.8148 1.5908 1.7120
H -5.9638 0.5176 0.9191
H -6.5074 1.6698 3.9555
H -7.0463 1.0653 5.5306
H -6.9824 -0.0263 4.1677
H -4.5717 2.4621 5.5384
H -3.6459 1.2081 6.3718
H -5.3054 1.5262 6.8570
*
```

***

No. 3
C17H50F3O15Y | ωB97M-V/def2-TZVPD

Calculated values
- relative energy (zero: lowest compared OMol25 entry of this formula, charge and spin) (eV) = 0.000
- orbital gap (Ha) = 0.1832
- strongest force on any atom (eV/A) = 3.40
- HOMO (eV) = -1.3

```
! wB97M-V def2-TZVPD RIJCOSX def2/J DEFGRID3
* xyz -2 1
Y -2.7087 0.3871 1.5606
O -0.8871 0.6944 3.0622
C -0.9047 1.9436 3.7185
C -2.2768 2.6824 3.7351
O -3.1534 2.4966 2.6643
H -0.2665 2.6017 3.0913
H -0.3689 1.8931 4.6791
H -2.1892 3.7562 3.9684
H -2.7199 2.2549 4.6630
O -5.0745 0.7693 0.8022
C -5.5918 -0.3316 0.1146
C -4.6133 -1.5271 -0.1913
O -3.4959 -1.6454 0.6884
H -5.9909 0.0479 -0.8441
H -6.4435 -0.7146 0.7060
H -4.2376 -1.4840 -1.2256
H -5.2017 -2.4573 -0.1374
C -0.7509 0.9981 -0.8521
O -0.6928 -0.0697 0.1054
O -1.9198 1.5586 -0.4328
C 0.5210 1.8727 -0.9210
F 1.0075 2.1170 0.3004
F 1.5577 1.2519 -1.5813
F 0.3343 3.0216 -1.5744
C 0.3511 -1.0171 -0.0006
C 0.1193 -2.0649 1.0650
H -0.8313 -2.5935 0.9734
H 0.9192 -2.7890 1.2309
H 0.1035 -1.5501 2.0349
H 1.3266 -0.5475 0.1469
H 0.4048 -1.5817 -0.9422
H -0.8236 0.4524 -1.8091
C -3.5342 4.1868 -2.2267
O -3.5390 3.9246 -0.8385
H -2.9962 5.1075 -2.4903
H -2.9971 3.3831 -2.7442
H -4.5701 4.2215 -2.5685
H -2.8362 3.2650 -0.6922
C 4.3879 -1.0611 -0.6070
O 5.3317 -0.9782 -1.6597
H 3.8752 -0.1340 -0.3463
H 3.6624 -1.8362 -0.8689
H 4.8294 -1.4182 0.3314
H 5.4448 -0.0542 -1.8904
C -2.4475 -0.3728 -4.7708
O -2.4285 0.8710 -5.4737
H -3.1652 -1.0790 -5.1914
H -1.5068 -0.9277 -4.8262
H -2.6700 -0.1467 -3.7336
H -2.6704 0.7458 -6.3946
C 1.9129 -5.5332 0.7233
O 2.5984 -5.9785 1.8992
H 0.9233 -5.0985 0.9089
H 2.5032 -4.7195 0.3034
H 1.7298 -6.4170 0.1055
H 2.2120 -6.8465 2.0429
C 3.7250 -2.8212 2.9515
O 2.5889 -2.4192 3.6537
H 4.0578 -3.8138 3.2591
H 3.5274 -2.9241 1.8723
H 4.5691 -2.1224 3.0052
H 2.5007 -1.4585 3.5572
C 3.2837 1.2027 -3.9648
O 4.3384 1.5308 -4.8636
H 2.8362 2.1416 -3.6416
H 2.5667 0.5652 -4.4728
H 3.6657 0.6853 -3.0805
H 4.8709 2.2744 -4.5896
C 2.6314 1.5416 3.1800
O 2.0123 0.3630 2.7143
H 2.5561 2.3643 2.4678
H 2.1678 1.8640 4.1222
H 3.6547 1.3843 3.5329
H 1.0481 0.5096 2.7992
C -0.0215 3.2503 -4.7361
O -0.3322 2.7574 -6.0333
H -0.0067 4.3407 -4.7162
H -0.6497 2.8531 -3.9366
H 0.9794 2.8846 -4.4822
H -0.9498 2.0362 -5.8463
C -0.9060 -2.4649 4.9662
O -1.0541 -1.1128 5.3679
H 0.1618 -2.7030 4.8499
H -1.3770 -3.1080 5.7044
H -1.2683 -2.5741 3.9356
H -0.7289 -0.5572 4.6338
*
```

***

No. 4
C17H50Mn2N2O13P | ωB97M-V/def2-TZVPD

Calculated values
- relative energy (zero: lowest compared OMol25 entry of this formula, charge and spin) (eV) = 1.203
- orbital gap (spin up / spin down) (Ha) = 0.3054 / 0.3259
- ⟨S²⟩ = 30.01
- strongest force on any atom (eV/A) = 3.28
- HOMO (spin up / spin down) (eV) = -10.5 / -11.5

```
! wB97M-V def2-TZVPD RIJCOSX def2/J DEFGRID3
* xyz 1 11
Mn -0.8106 1.4441 -1.3606
Mn 2.1967 -0.4361 0.4849
P -0.3821 -0.2748 0.2343
O 0.7725 0.2896 -0.6917
O 0.4595 -1.2804 1.0025
O -1.3914 -0.5171 -0.9509
O -0.7559 1.1009 0.7841
C 1.7612 2.5425 1.7844
O 2.2512 1.2024 1.8409
C 2.7249 0.8161 3.1421
C 3.8233 -0.2171 2.9341
N 3.1548 -1.3472 2.2398
C 4.1168 -2.3408 1.7720
C 3.5563 -3.2177 0.6671
O 2.8948 -2.3706 -0.2867
C 1.9792 -3.0500 -1.1572
H 2.5240 3.2275 2.1698
H 0.8822 2.6958 2.4117
H 1.5930 2.7212 0.7258
H 1.9547 0.4355 3.8159
H 3.1436 1.6981 3.6342
H 4.2553 -0.5436 3.8851
H 4.6610 0.1305 2.3290
H 2.4552 -1.7529 2.8707
H 4.4207 -3.0855 2.5204
H 5.0126 -1.7766 1.5112
H 2.8570 -3.9850 1.0137
H 4.3209 -3.7786 0.1218
H 1.0721 -3.2110 -0.5687
H 2.4144 -3.9847 -1.5136
H 1.7335 -2.4231 -2.0111
C 1.5083 0.4491 -3.7052
O 0.8257 1.5503 -3.1459
C 1.6232 2.7148 -2.9863
C 0.6797 3.9079 -2.7287
N -0.2450 3.5329 -1.6150
C -1.5656 4.2006 -1.7829
C -2.4463 3.7809 -0.6314
O -2.7247 2.4134 -0.8924
C -3.8194 1.8429 -0.1472
H 1.8771 0.5930 -4.7268
H 0.8553 -0.4204 -3.7619
H 2.3764 0.2683 -3.0606
H 2.1628 2.9243 -3.9132
H 2.3332 2.5934 -2.1628
H 0.1186 4.1284 -3.6385
H 1.2083 4.8298 -2.4810
H 0.1654 4.0929 -0.8700
H -2.0247 3.8989 -2.7267
H -1.4243 5.2767 -1.9376
H -3.3389 4.4149 -0.6858
H -2.0068 3.9747 0.3518
H -4.7027 2.4543 -0.3139
H -3.5394 1.7563 0.9055
H -3.8865 0.8134 -0.4948
C -0.2915 -3.2522 3.9645
O 0.6343 -2.3249 3.4290
H 0.1416 -3.7646 4.8244
H -1.1507 -2.6550 4.2872
H -0.5747 -4.0643 3.2875
H 0.3175 -1.9178 2.5870
C -1.6445 -3.7310 -2.3191
O -0.9182 -2.6350 -2.8513
H -1.4866 -4.5606 -3.0058
H -1.2424 -3.9986 -1.3333
H -2.7003 -3.4716 -2.2052
H -0.9684 -1.8692 -2.2591
C -2.8058 0.2686 -3.8657
O -1.9798 1.3210 -3.4156
H -3.0228 -0.4382 -3.0653
H -3.7856 0.5919 -4.2273
H -2.3342 -0.3308 -4.6491
H -1.8499 1.9928 -4.0878
C -1.9509 0.6077 3.7622
O -1.6791 1.8550 3.1411
H -1.3555 -0.1464 3.2365
H -1.6811 0.5922 4.8158
H -3.0085 0.3649 3.6388
H -1.3578 1.6881 2.2181
C -2.8573 -2.6904 1.2769
O -3.3656 -1.9489 0.1812
H -2.1271 -2.1298 1.8716
H -3.6323 -2.9911 1.9792
H -2.3759 -3.5760 0.8487
H -2.6078 -1.4889 -0.2690
*
```

***

No. 5
C17H51N3O7 | ωB97M-V/def2-TZVPD

Calculated values
- relative energy (zero: lowest compared OMol25 entry of this formula, charge and spin) (eV) = 4.321
- orbital gap (Ha) = 0.1039
- strongest force on any atom (eV/A) = 3.00
- HOMO (eV) = -11.4

```
! wB97M-V def2-TZVPD RIJCOSX def2/J DEFGRID3
* xyz 2 1
O 12.5468 21.8384 -7.6895
H 13.4119 22.0292 -8.0595
H 12.8518 21.7730 -6.7816
H 12.3080 20.9559 -7.9824
O 14.2850 18.0995 -5.8347
H 15.1014 18.1417 -6.3381
H 14.1690 18.9342 -5.3750
H 13.5719 18.0751 -6.4770
O 16.8980 22.8110 -5.5529
H 17.6577 22.3704 -5.1652
H 16.9765 22.7253 -6.5058
H 16.1146 22.3442 -5.2528
O 14.0169 21.3814 -4.4241
H 14.1448 21.9600 -3.6473
C 20.8149 26.9154 -0.8098
C 19.5656 27.6083 -1.3687
C 18.4864 26.5966 -1.7894
O 18.3899 25.6082 -0.7338
C 17.4038 24.6223 -0.7992
N 18.9971 28.4857 -0.3059
H 21.2479 26.2470 -1.5541
H 20.6897 26.2669 0.0573
H 21.6463 27.5720 -0.5537
H 19.9557 28.1440 -2.2341
H 18.6514 26.1957 -2.7894
H 17.5112 27.0745 -1.8821
H 17.6019 23.9500 -1.6340
H 16.4261 25.0871 -0.9262
H 17.3742 24.1483 0.1819
H 18.7725 27.9455 0.5174
H 19.6812 29.1267 0.0698
C 16.1074 27.8536 -9.8573
C 15.5569 26.6926 -9.0246
C 14.2656 27.0221 -8.1373
O 14.1116 26.0317 -7.0893
C 12.9475 26.1816 -6.3001
N 15.3143 25.6050 -9.9900
H 15.4162 28.1169 -10.6579
H 17.0579 27.5399 -10.2889
H 16.2772 28.7350 -9.2390
H 16.3388 26.3303 -8.3572
H 13.3345 27.2126 -8.6711
H 14.4458 27.9876 -7.6646
H 12.9858 27.1619 -5.8250
H 13.1445 25.4400 -5.5259
H 11.9681 26.0017 -6.7435
H 16.0902 25.6209 -10.6364
H 15.3649 24.6814 -9.5842
C 14.9272 18.5736 -0.2599
C 13.7406 18.8089 0.7414
C 14.4144 19.2839 2.0758
C 13.4919 19.9105 3.1623
C 12.6882 21.0338 2.5467
C 11.9735 20.6251 1.2475
N 12.8426 19.8758 0.3119
O 12.2376 19.6695 -0.9753
C 10.6940 19.8395 1.6534
C 11.6304 21.9580 0.4722
C 13.0705 17.5050 1.0475
H 15.5075 17.7380 0.1315
H 15.5275 19.4602 -0.4639
H 14.4469 18.2047 -1.1661
H 14.8185 18.3885 2.5480
H 15.1926 20.0029 1.8198
H 14.1839 20.1577 3.9674
H 12.8543 19.2579 3.7587
H 13.4492 21.7959 2.3788
H 11.9428 21.3650 3.2696
H 9.9853 19.5686 0.8709
H 10.7636 18.8665 2.1397
H 10.1881 20.4167 2.4273
H 11.1309 21.7827 -0.4806
H 10.8559 22.5540 0.9549
H 12.4569 22.6444 0.2880
H 12.2838 17.5566 1.8001
H 13.7203 16.6726 1.3172
H 12.6443 17.1969 0.0928
H 12.7247 20.3241 -1.4812
*
```